1.
C8H10N4O | ωB97M-V/def2-TZVPD

```
23
Properties=species:S:1:pos:R:3:forces:R:3:mulliken_charge:R:1
C -2.103720 -1.649104 0.128374 -1.6626 -2.1027 -1.1087 -0.19
C -2.494691 -0.418759 0.608180 -1.2595 0.3830 0.6256 -0.52
C -1.022937 -1.863069 -0.710449 0.2792 1.0004 1.4878 -0.82
C -1.764970 0.697139 0.245340 0.7551 1.4778 1.1910 -0.36
C -0.253679 -0.757373 -0.985628 1.5586 0.3183 -0.7118 -0.13
C -0.613785 0.540464 -0.519179 -0.0949 -2.1452 0.1259 0.58
C 0.267686 1.711316 -1.068052 0.9319 2.0460 -0.8304 0.25
C 3.685724 2.115005 -1.755069 1.2807 -1.6933 -3.1872 0.15
N 1.981079 3.004536 -0.184706 -2.4552 0.6827 1.4396 -0.68
N 2.405338 2.230016 -1.118775 -3.1050 -2.0819 -2.2701 0.88
N 0.712544 2.761350 -0.165609 -0.0527 1.0123 1.5849 0.44
N 1.516366 1.518289 -1.719804 -1.6690 -1.7454 0.6502 -0.20
O 3.647150 1.530025 -2.798672 1.2053 1.5046 2.0191 -0.25
H -2.840875 -2.460398 0.242495 0.7783 0.1124 0.4860 0.37
H -3.443866 -0.392988 1.229958 1.4299 0.4236 -0.8695 0.37
H -0.635197 -2.846718 -0.858711 -0.1289 -0.4798 -0.7326 0.43
H -2.027297 1.637014 0.734884 -0.0803 0.0228 -0.5508 0.32
H 0.669229 -0.891827 -1.571938 -0.5028 0.1654 0.3057 0.38
H -0.518022 2.046251 -1.809504 0.7308 0.7069 0.0483 0.26
H -0.764765 -7.546913 6.274479 -0.2048 0.7984 0.1563 0.01
H -0.952333 -6.818889 6.421034 0.2047 -0.7977 -0.1566 -0.01
H 4.399644 2.531727 -1.110127 1.9148 0.6308 0.3609 0.41
H 0.151386 3.322914 0.491482 0.1464 -0.2393 -0.0637 0.30
```
Positions in Å, forces in eV/Å.

Results
orbital gap (spin up / spin down)	4.56 / 3.64	eV
energy	-604.14943	Eh
multiplicity	1
ΔE to the lowest compared entry with this formula, charge and spin	165.5	kcal/mol
charge	+2
E_LUMO (spin up / spin down)	-12.39 / -13.31	eV

2.
C8H10N4S | ωB97M-V/def2-TZVPD

```
23
Properties=species:S:1:pos:R:3:forces:R:3:mulliken_charge:R:1
C -2.341559 3.515898 0.561518 1.1720 -1.7184 -1.1934 -0.48
C -2.383316 2.469581 1.474044 1.4292 -0.5408 -0.3302 -0.47
C -1.393558 3.383415 -0.501338 -0.2325 0.3355 1.1786 -0.47
C -1.455946 1.390332 1.481880 -0.1625 -0.9751 0.2333 -0.13
C -0.480362 2.312315 -0.467483 -0.0691 2.1176 -1.3233 -0.01
C -0.382154 1.300139 0.479100 -2.8054 0.6396 1.5363 0.10
C 2.416704 -2.020329 -0.636093 -1.4647 0.4293 0.2447 0.15
C 1.397206 -4.282770 -1.835255 0.3557 0.1651 1.0618 -0.66
N 1.460085 -2.347149 0.152475 0.6584 0.0464 -1.4179 0.04
N 1.213979 -1.695253 1.242578 0.6268 0.6729 3.3620 -0.98
N 0.881670 -0.476394 1.266084 -2.2804 0.7049 -3.7357 0.64
N 0.482164 0.262017 0.220302 1.6683 -1.1219 0.4886 -0.55
S 2.714380 -3.072817 -1.924943 1.9620 -0.3214 -1.5885 -0.11
H -3.180921 4.154241 0.688851 -0.1239 1.1695 -0.6149 0.35
H -3.209609 2.557125 2.155089 0.0020 -0.6141 0.5824 0.34
H -1.229410 4.116006 -1.338055 -0.6009 -0.7271 1.0786 0.27
H -1.728991 0.535813 2.212809 0.9095 1.3575 -1.2637 0.21
H 0.178468 2.457655 -1.317361 0.5327 -1.0484 0.2292 0.30
H 2.951846 -1.046831 -0.627736 -0.0651 -0.8579 0.2713 0.31
H 1.051943 -4.159609 -0.785707 -0.2809 -0.5534 -0.8843 0.27
H 1.732163 -5.308280 -2.075906 -0.0029 0.7354 0.1509 0.34
H 0.728689 -3.880337 -2.566981 -1.0010 -0.3663 -0.1502 0.24
H 0.576531 -0.164770 2.142129 -0.2272 0.4711 2.0845 0.31
```
Positions in Å, forces in eV/Å.

Results
orbital gap	7.41	eV
energy	-927.87144	Eh
multiplicity	1
ΔE to the lowest compared entry with this formula, charge and spin	114.7	kcal/mol
E_LUMO	-0.09	eV

3.
C8H10N5O2S2Zr | ωB97M-V/def2-TZVPD

```
28
Properties=species:S:1:pos:R:3:forces:R:3:mulliken_charge:R:1
Zr 0.223285 0.363826 0.316479 -0.0779 -0.1616 -0.3481 2.28
N -2.915021 2.164906 -0.825651 -0.0175 -0.0527 0.0034 -0.35
C -1.710587 2.531296 -1.235002 0.1638 0.0828 -0.0519 0.61
N -0.577701 1.824060 -0.968713 -0.0463 -0.1028 0.1026 -0.38
C 0.557815 2.416198 -1.614508 -0.0511 0.0131 0.0241 0.11
C 0.268931 3.567115 -2.234731 0.0025 0.0279 0.0000 -0.37
S -1.411461 3.957384 -2.132165 -0.0544 0.0281 -0.0112 0.00
C 1.834714 1.681577 -1.614602 0.0055 0.0121 0.0222 0.08
C 2.978906 2.025133 -2.219721 0.0319 0.0062 0.0111 -0.37
S 4.164757 0.773457 -2.119577 0.0540 -0.0320 -0.0170 0.00
C 3.079364 -0.215782 -1.241089 -0.0196 0.1957 -0.0606 0.59
N 1.890157 0.395480 -0.985121 -0.0519 -0.1331 0.1586 -0.40
N 3.378808 -1.441108 -0.836191 -0.0489 -0.0381 0.0101 -0.35
H -3.118693 1.203534 -0.594054 -0.0178 0.0050 0.0087 0.18
H -3.721903 2.737390 -1.041500 0.0007 0.0064 0.0064 0.27
H 0.930687 4.204407 -2.802261 -0.0092 0.0033 0.0055 0.41
H 3.198996 2.927343 -2.770739 0.0073 -0.0052 0.0075 0.41
H 4.287697 -1.836472 -1.043368 0.0006 0.0026 0.0049 0.27
H 2.655771 -2.112677 -0.624562 0.0106 -0.0166 0.0056 0.18
N -0.239432 -0.364032 2.509125 0.0121 -0.0200 0.0623 -0.73
C -0.761132 -1.781026 2.471057 -0.0304 -0.0601 0.0372 -0.38
C -1.257315 -2.164027 1.086227 0.0122 -0.0155 0.2298 0.41
O -1.912941 -3.067375 0.767466 -0.0007 0.0333 -0.0482 -0.29
O -0.741897 -1.209231 0.127201 0.1000 0.1434 -0.1740 -0.64
H 0.530303 -0.331383 3.183179 0.0123 -0.0006 0.0017 0.36
H -0.954574 0.218799 2.954069 -0.0106 0.0114 -0.0001 0.36
H -1.566162 -1.933169 3.189021 -0.0101 0.0397 0.0143 0.41
H 0.035328 -2.477626 2.738732 0.0328 0.0273 -0.0048 0.34
```
Positions in Å, forces in eV/Å.

Results
orbital gap	6.31	eV
energy	-1577.59987	Eh
multiplicity	1
charge	+3
E_LUMO	-12.05	eV

Number 3 is which compound?
C8H10N5O2S2Zr

energy of number 3 (C8H10N5O2S2Zr)?
-1577.59987 Eh

energy of number 1 (C8H10N4O)?
-604.14943 Eh